ORCA calculation (ωB97M-V with the def2-TZVPD basis set) on a molecular structure, C45H47MnN5O7S.

Gap between HOMO and LUMO (spin up / spin down) in eV: 6.2 / 6.1
2S+1: 6
Net charge: 0
ΔE to the lowest compared entry with this formula, charge and spin in kJ/mol: 25.4
Energy in eV: -111368.34373

CARTESIAN COORDINATES (ANGSTROEM)
Mn: -0.39 1.07 0.25
O: 5.26 3.40 -0.84
C: 4.21 2.90 -0.51
C: 3.13 3.55 0.36
O: 3.23 4.58 0.98
C: 1.97 2.65 0.26
C: 2.31 1.49 -0.46
O: 1.45 0.54 -0.67
C: 3.67 1.55 -0.96
O: 4.27 0.73 -1.64
O: 0.79 2.84 0.73
O: 0.38 0.00 2.12
S: 1.39 -0.35 3.17
C: 1.72 -2.12 2.92
C: 2.97 -2.33 2.12
C: 4.15 -2.69 2.75
C: 5.32 -2.82 2.02
C: 5.32 -2.58 0.65
C: 4.14 -2.21 0.02
C: 2.97 -2.08 0.75
C: 0.44 -0.46 4.72
C: -0.82 -1.27 4.61
C: -1.93 -0.75 3.96
C: -3.09 -1.50 3.85
C: -3.15 -2.79 4.37
C: -2.04 -3.31 5.03
C: -0.88 -2.55 5.15
H: 0.82 -2.47 2.41
H: 1.79 -2.60 3.90
H: 4.16 -2.87 3.82
H: 6.24 -3.11 2.52
H: 6.23 -2.66 0.08
H: 4.15 -1.97 -1.03
H: 2.07 -1.73 0.27
H: 0.23 0.59 4.97
H: 1.13 -0.85 5.46
H: -1.89 0.25 3.53
H: -3.96 -1.09 3.34
H: -4.05 -3.37 4.28
H: -2.08 -4.31 5.45
H: -0.03 -2.96 5.67
C: -0.40 -0.51 -7.51
C: -0.40 0.18 -6.18
C: 0.74 0.83 -5.72
C: 0.75 1.50 -4.51
C: 2.03 2.16 -4.05
C: -0.42 1.52 -3.73
C: -0.37 2.20 -2.43
O: -1.17 2.01 -1.52
C: -1.60 0.87 -4.18
C: -2.89 0.85 -3.41
C: -1.55 0.22 -5.40
H: 0.61 -0.71 -7.86
H: -0.90 0.11 -8.26
H: -0.94 -1.46 -7.46
H: 1.65 0.80 -6.31
H: 2.86 1.83 -4.65
H: 2.25 1.92 -3.01
H: 1.97 3.25 -4.13
H: 0.47 2.89 -2.26
H: -2.81 0.20 -2.54
H: -3.69 0.48 -4.05
H: -3.16 1.83 -3.04
H: -2.45 -0.28 -5.76
N: 4.31 -5.42 -5.74
C: 3.57 -4.93 -5.00
C: 2.64 -4.31 -4.09
C: 1.87 -5.10 -3.24
C: 0.97 -4.51 -2.38
C: 0.84 -3.13 -2.35
C: 1.63 -2.33 -3.18
C: 2.52 -2.93 -4.05
N: -0.06 -2.52 -1.45
C: -0.60 -3.05 -0.29
C: -1.30 -2.04 0.30
N: -1.23 -0.90 -0.48
C: -0.48 -1.23 -1.51
H: 1.98 -6.18 -3.27
H: 0.37 -5.14 -1.73
H: 1.59 -1.25 -3.12
H: 3.14 -2.31 -4.69
H: -0.42 -4.06 0.03
H: -1.83 -2.05 1.24
H: -0.21 -0.57 -2.31
C: -5.09 3.77 4.09
C: -4.49 4.15 2.74
N: -3.13 3.66 2.55
C: -2.04 4.45 3.12
C: -1.52 3.91 4.45
C: -2.84 2.52 1.87
C: -3.97 1.78 1.19
N: -1.66 2.02 1.77
H: -6.13 4.09 4.15
H: -4.55 4.24 4.91
H: -5.05 2.69 4.24
H: -4.47 5.23 2.63
H: -5.12 3.78 1.94
H: -2.41 5.46 3.24
H: -1.22 4.50 2.39
H: -2.28 3.97 5.23
H: -0.65 4.49 4.77
H: -1.21 2.87 4.36
H: -4.43 2.40 0.42
H: -4.74 1.49 1.90
H: -3.55 0.89 0.72
H: -0.94 2.58 2.22

=====

ORCA calculation (ωB97M-V with the def2-TZVPD basis set) on a molecular structure, C45H47N4O2Sb2W.

Gap between HOMO and LUMO (spin up / spin down) in eV: 5.6 / 5.9
2S+1: 3
Net charge: +3
ΔE to the lowest compared entry with this formula, charge and spin in kJ/mol: 389.3
Energy in eV: -72355.92132

CARTESIAN COORDINATES (ANGSTROEM)
W: 0.24 0.66 -0.96
C: 3.96 -1.86 0.15
O: 3.89 -1.81 -1.29
C: 2.84 -1.34 -1.91
O: 1.83 -0.92 -1.31
N: 3.05 -1.39 -3.23
N: 2.12 -0.97 -4.17
H: 4.93 -2.30 0.36
H: 3.17 -2.50 0.54
H: 3.90 -0.86 0.57
H: 3.93 -1.79 -3.54
H: 1.89 -1.74 -4.78
H: 2.52 -0.24 -4.74
N: -1.02 2.50 -1.86
C: -1.52 2.03 -3.16
C: -2.09 2.91 -4.05
C: -2.59 2.46 -5.28
C: -2.53 1.13 -5.58
C: -1.96 0.21 -4.68
C: -1.94 -1.18 -4.95
C: -1.37 -2.02 -4.04
C: -0.81 -1.49 -2.88
N: -0.83 -0.19 -2.54
C: -1.42 0.67 -3.45
H: -1.83 2.89 -1.37
H: -0.43 3.32 -2.04
H: -2.14 3.97 -3.81
H: -3.02 3.16 -5.98
H: -2.92 0.76 -6.52
H: -2.37 -1.55 -5.88
H: -1.34 -3.09 -4.19
H: -0.30 -2.15 -2.20
C: -3.58 0.47 0.61
C: -3.53 -0.28 -0.72
C: -2.91 -1.67 -0.61
Sb: -0.94 -1.62 0.39
C: -1.93 -2.07 2.27
C: -1.64 -1.41 3.45
C: -2.31 -1.76 4.62
C: -3.27 -2.76 4.60
C: -3.53 -3.44 3.42
C: -2.86 -3.11 2.25
C: 0.15 -3.53 0.38
C: 1.05 -3.86 -0.63
C: 1.87 -4.98 -0.50
C: 1.79 -5.77 0.64
C: 0.87 -5.46 1.62
C: 0.07 -4.33 1.51
Sb: -1.63 1.38 1.00
C: 1.33 0.81 0.87
C: 1.91 -0.19 1.67
C: 2.70 0.11 2.77
C: 2.93 1.43 3.12
C: 2.34 2.44 2.38
C: 1.54 2.14 1.29
C: -1.63 2.07 3.05
C: -2.56 1.57 3.96
C: -2.56 2.08 5.25
C: -1.65 3.06 5.62
C: -0.76 3.57 4.69
C: -0.75 3.09 3.39
H: -3.84 -0.19 1.44
H: -4.30 1.29 0.58
H: -3.03 0.32 -1.48
H: -4.56 -0.41 -1.07
H: -2.83 -2.15 -1.58
H: -3.54 -2.28 0.03
H: -0.88 -0.64 3.49
H: -2.08 -1.25 5.54
H: -3.79 -3.03 5.50
H: -4.25 -4.25 3.40
H: -3.04 -3.68 1.36
H: 1.12 -3.29 -1.54
H: 2.58 -5.22 -1.28
H: 2.43 -6.64 0.74
H: 0.77 -6.08 2.50
H: -0.61 -4.10 2.31
H: 1.75 -1.23 1.43
H: 3.13 -0.69 3.36
H: 3.53 1.67 3.99
H: 2.51 3.48 2.65
H: 1.08 2.96 0.75
H: -3.27 0.80 3.68
H: -3.28 1.70 5.97
H: -1.66 3.45 6.63
H: -0.07 4.36 4.97
H: -0.09 3.53 2.67
C: 1.48 1.63 -2.49
C: 2.28 2.67 -1.76
C: 1.94 4.03 -1.78
C: 2.70 4.97 -1.09
C: 3.82 4.57 -0.38
C: 4.21 3.23 -0.40
C: 3.44 2.30 -1.07
H: 2.20 0.94 -2.94
H: 0.98 2.09 -3.34
H: 1.13 4.39 -2.41
H: 2.43 6.02 -1.15
H: 4.42 5.30 0.14
H: 5.11 2.92 0.11
H: 3.76 1.27 -1.11

=====

ORCA calculation (ωB97M-V with the def2-TZVPD basis set) on a molecular structure, C45H48BrF4N4O2PSTl.

Gap between HOMO and LUMO in eV: 5.1
Net charge: +1
ΔE to the lowest compared entry with this formula, charge and spin in kJ/mol: 107.2
Energy in eV: -163222.78718

CARTESIAN COORDINATES (ANGSTROEM)
Tl: -0.55 0.34 -0.23
C: -1.75 0.67 3.10
C: -2.51 1.11 2.08
C: -2.97 -0.21 1.33
C: -2.31 -1.25 1.98
C: -1.61 -0.76 3.06
C: -0.77 -1.56 4.01
C: 0.64 -0.95 3.99
C: -0.70 -3.03 3.62
C: -1.36 -1.41 5.42
C: -4.12 -0.47 0.41
C: -4.41 0.55 -0.69
C: -5.33 -0.51 1.41
C: -4.00 -1.86 -0.23
C: -2.86 2.57 1.86
C: -2.06 3.43 2.85
C: -4.35 2.81 2.18
C: -2.52 3.09 0.45
H: -1.24 1.30 3.82
H: -2.39 -2.29 1.71
H: 1.04 -0.91 2.97
H: 1.31 -1.57 4.59
H: 0.66 0.06 4.40
H: -0.31 -3.15 2.61
H: -1.68 -3.51 3.67
H: -0.04 -3.56 4.30
H: -1.40 -0.37 5.74
H: -0.74 -1.96 6.13
H: -2.37 -1.83 5.47
H: -4.62 1.54 -0.31
H: -5.30 0.21 -1.22
H: -3.60 0.58 -1.41
H: -5.51 0.44 1.90
H: -5.19 -1.29 2.16
H: -6.21 -0.77 0.82
H: -3.08 -1.96 -0.81
H: -4.83 -2.00 -0.92
H: -4.05 -2.66 0.50
H: -2.34 3.24 3.88
H: -2.25 4.48 2.64
H: -0.98 3.27 2.73
H: -4.62 2.36 3.14
H: -5.02 2.43 1.42
H: -4.52 3.88 2.25
H: -1.46 3.33 0.39
H: -3.09 4.00 0.25
H: -2.74 2.38 -0.34
F: 2.32 6.58 -3.68
C: 2.27 5.40 -3.09
C: 3.38 4.87 -2.47
F: 4.52 5.54 -2.46
C: 3.30 3.63 -1.86
F: 4.41 3.15 -1.32
C: 2.12 2.89 -1.83
P: 2.02 1.28 -0.96
C: 2.88 0.14 -2.07
C: 3.67 -0.91 -1.62
C: 4.20 -1.82 -2.52
C: 3.94 -1.70 -3.87
C: 3.13 -0.67 -4.33
C: 2.60 0.25 -3.44
C: 2.97 1.42 0.59
C: 4.35 1.22 0.69
C: 4.97 1.30 1.93
C: 4.23 1.59 3.07
C: 2.86 1.80 2.97
C: 2.24 1.70 1.74
C: 1.01 3.43 -2.50
Br: -0.60 2.47 -2.73
C: 1.09 4.66 -3.11
F: 0.04 5.18 -3.75
H: 3.87 -1.03 -0.56
H: 4.83 -2.62 -2.16
H: 4.35 -2.41 -4.57
H: 2.89 -0.58 -5.39
H: 1.96 1.04 -3.81
H: 4.94 1.02 -0.19
H: 6.04 1.15 2.00
H: 4.72 1.67 4.03
H: 2.28 2.04 3.85
H: 1.16 1.85 1.67
N: 1.42 -2.08 -8.19
C: 0.74 -1.96 -7.00
C: 0.64 -3.05 -6.13
C: -0.01 -2.93 -4.91
C: -0.56 -1.70 -4.55
C: -0.47 -0.61 -5.40
C: 0.18 -0.74 -6.62
S: -1.29 -1.51 -2.96
O: -2.02 -0.27 -2.96
O: -1.99 -2.72 -2.60
N: -0.09 -1.20 -1.90
C: 0.63 -2.18 -1.28
N: 1.00 -1.84 -0.02
C: 1.79 -2.68 0.63
C: 2.19 -3.88 0.08
C: 1.72 -4.16 -1.20
N: 0.95 -3.33 -1.89
H: 1.58 -3.00 -8.54
H: 1.27 -1.37 -8.89
H: 1.06 -4.01 -6.41
H: -0.08 -3.76 -4.24
H: -0.92 0.33 -5.12
H: 0.24 0.12 -7.28
H: 2.10 -2.38 1.63
H: 2.83 -4.57 0.61
H: 1.98 -5.09 -1.69

=====

ORCA calculation (ωB97M-V with the def2-TZVPD basis set) on a molecular structure, C45H49MoN3O4S2SeTe.

Gap between HOMO and LUMO (spin up / spin down) in eV: 6.4 / 6.4
2S+1: 2
Net charge: +1
ΔE to the lowest compared entry with this formula, charge and spin in kJ/mol: 213.8
Energy in eV: -156280.17212

CARTESIAN COORDINATES (ANGSTROEM)
Mo: 1.61 -0.47 1.88
N: 0.64 -1.13 3.95
C: 0.78 -2.45 4.56
C: -0.05 -3.48 4.15
C: 0.09 -4.73 4.72
C: 1.04 -4.96 5.70
C: 1.85 -3.91 6.13
C: 1.72 -2.65 5.56
H: -0.35 -0.97 3.79
H: 0.92 -0.44 4.64
H: -0.81 -3.29 3.40
H: -0.56 -5.54 4.40
H: 1.14 -5.94 6.15
H: 2.58 -4.07 6.90
H: 2.35 -1.84 5.88
C: -5.29 4.38 -0.47
C: -3.97 3.66 -0.48
C: -3.87 2.33 -0.88
C: -2.66 1.65 -0.92
C: -2.69 0.22 -1.36
C: -1.52 2.36 -0.54
Te: 0.48 1.70 -0.91
N: 1.77 0.20 -0.11
C: 3.07 0.55 -0.50
O: 4.01 0.44 0.26
C: 3.29 1.06 -1.89
C: 2.95 0.27 -2.98
C: 3.19 0.74 -4.27
C: 3.76 1.99 -4.45
C: 4.10 2.77 -3.36
C: 3.88 2.30 -2.07
C: -0.06 0.90 -2.80
C: -0.23 1.90 -3.76
C: -0.09 3.39 -3.52
C: -0.57 1.52 -5.05
C: -0.72 0.19 -5.41
C: -1.05 -0.21 -6.82
C: -0.52 -0.77 -4.43
C: -0.21 -0.45 -3.11
C: -0.11 -1.57 -2.12
C: -1.56 3.68 -0.09
C: -0.36 4.47 0.37
C: -2.81 4.31 -0.07
H: -6.12 3.68 -0.52
H: -5.36 5.04 -1.33
H: -5.40 4.99 0.43
H: -4.77 1.80 -1.17
H: -3.54 -0.29 -0.91
H: -1.79 -0.33 -1.07
H: -2.79 0.15 -2.45
H: 2.50 -0.70 -2.83
H: 2.93 0.12 -5.12
H: 3.94 2.36 -5.45
H: 4.55 3.75 -3.51
H: 4.15 2.90 -1.21
H: 0.65 3.65 -2.76
H: -1.04 3.83 -3.22
H: 0.24 3.88 -4.43
H: -0.70 2.29 -5.80
H: -1.42 0.63 -7.40
H: -1.81 -1.00 -6.84
H: -0.17 -0.61 -7.33
H: -0.63 -1.82 -4.68
H: 0.24 -2.47 -2.62
H: -1.10 -1.79 -1.70
H: 0.57 -1.35 -1.30
H: 0.30 3.90 1.03
H: -0.69 5.35 0.91
H: 0.25 4.81 -0.48
H: -2.86 5.33 0.27
O: -5.36 -4.30 0.67
C: -5.26 -3.40 1.68
O: -6.09 -3.36 2.54
C: -4.07 -2.48 1.64
C: -2.85 -2.84 1.09
C: -1.77 -1.96 1.14
C: -1.91 -0.71 1.72
S: -0.61 0.50 1.81
C: -3.14 -0.35 2.26
C: -4.21 -1.23 2.24
H: -4.69 -4.12 0.00
H: -2.71 -3.82 0.65
H: -0.83 -2.26 0.69
H: -3.26 0.63 2.71
H: -5.16 -0.96 2.69
Se: 3.65 -1.74 2.75
C: 3.01 -2.72 1.25
C: 1.69 -3.20 1.24
C: 1.22 -3.86 0.11
N: 1.96 -4.09 -0.97
C: 3.22 -3.64 -0.94
C: 3.78 -2.95 0.11
H: 1.09 -3.16 2.14
H: 0.21 -4.25 0.09
H: 3.81 -3.85 -1.83
H: 4.79 -2.58 0.05
C: 4.12 1.80 3.02
S: 2.41 1.64 2.59
C: 1.67 2.12 4.14
O: 2.12 2.74 1.62
H: 4.23 2.79 3.46
H: 4.69 1.69 2.10
H: 4.40 1.01 3.73
H: 2.09 1.54 4.97
H: 0.60 1.96 4.05
H: 1.89 3.18 4.27